1.
A molecular structure, C9H10 in a non-equilibrium geometry. Source: the Open Molecules 2025 dataset; level of theory: ωB97M-V with the def2-TZVPD basis set.

Properties
DFT total energy (Eh): -348.69481
HOMO (spin up / spin down) (eV): -8.15 / -8.15
Relative energy (zero: lowest compared OMol25 entry of this formula, charge and spin) (eV): 4.954
Maximum force (eV/Å): 4.4
Kohn-Sham gap (spin up / spin down) (eV): 7.26 / 7.26

Structure (ORCA input):
```
! RIJCOSX wB97M-V def2-TZVPD def2/J DEFGRID3
* xyz 0 1
C -2.001 1.286 1.813
C -2.658 0.052 1.968
C -0.818 0.967 1.096
C 0.665 -1.011 0.198
C 1.018 -1.440 -2.203
C -1.684 -0.750 1.568
C -0.616 -0.462 0.840
C 1.069 -0.566 -1.190
C 1.581 0.780 -1.346
H -2.439 2.227 2.141
H -3.586 -0.272 2.464
H 0.142 1.535 0.982
H 0.801 -2.466 -2.310
H 1.352 -0.577 0.913
H 0.702 -2.097 0.400
H 1.549 -0.998 -3.098
H 0.813 1.461 -0.808
H 1.550 1.104 -2.417
H 2.562 1.226 -1.010
*
```



2.
3 unconnected molecules or ions with the total composition C5H10N2S2 in a non-equilibrium geometry. Source: the Open Molecules 2025 dataset; level of theory: ωB97M-V with the def2-TZVPD basis set.

Properties
DFT total energy (Eh): -1102.20518
HOMO (eV): -8.12
Relative energy (zero: lowest compared OMol25 entry of this formula, charge and spin) (eV): 5.270
Maximum force (eV/Å): 4.6
SMILES: [H]/N=N\C.C=C=S.CC=S
Kohn-Sham gap (eV): 7.84

Structure (ORCA input):
```
! RIJCOSX wB97M-V def2-TZVPD def2/J DEFGRID3
* xyz 0 1
C -0.117 1.767 -1.855
C -0.855 1.731 -0.792
C 1.806 1.397 1.560
C -1.888 -2.722 -0.489
C 2.346 0.567 0.453
N -2.175 -1.741 0.527
N -1.485 -0.892 1.055
S 1.895 -0.948 0.122
S -1.889 1.830 0.385
H -0.096 2.781 -2.286
H 0.203 0.769 -2.256
H 0.809 1.470 1.357
H 2.283 2.292 1.718
H 2.080 0.827 2.446
H -2.391 -3.721 -0.422
H -0.760 -2.887 -0.471
H -2.364 -2.350 -1.501
H 3.133 0.822 -0.228
H -0.534 -0.993 0.675
*
```